Formula: C9H14
Source: the OMol25 dataset
Level of theory: ωB97M-V/def2-TZVPD

The geometry in ORCA input format:
```
! wB97M-V def2-TZVPD RIJCOSX def2/J DEFGRID3
* xyz 0 1
C 1.18982 -0.66005 -0.55710
C 0.41327 3.23030 -2.07870
C 0.12908 2.15046 -2.88356
C 0.80009 3.10496 -0.74023
C 0.40176 0.85684 -2.40783
C 1.03429 1.82358 -0.27731
C 0.80441 0.71504 -1.09879
H 0.27727 4.18180 -2.57742
H -0.14410 2.43331 -3.90664
H 1.07513 4.04366 -0.18731
H 0.22914 -0.04436 -3.08499
H 1.34283 1.72293 0.66930
H 0.40142 -1.05955 -0.08499
H 1.94056 -0.62708 0.19500
H 1.58566 -1.40097 -1.20501
C -1.16829 -1.97209 2.14174
C -1.58160 -3.17788 2.92335
H -2.01379 -1.39873 2.06381
H -0.36900 -1.35417 2.63901
H -0.80786 -2.07870 1.18007
H -2.38262 -3.72142 2.32229
H -0.86098 -3.86922 3.17136
H -2.29647 -2.89865 3.78393
*
```

Output
HOMO-LUMO gap = 10.07 eV
ΔE to the lowest compared entry with this formula, charge and spin = 135.5 kJ/mol
SMILES = Cc1ccccc1.CC
Calculated total energy = -351.2786 hartree



Formula: C9H14
Source: the OMol25 dataset
Level of theory: ωB97M-V/def2-TZVPD

The geometry in ORCA input format:
```
! wB97M-V def2-TZVPD RIJCOSX def2/J DEFGRID3
* xyz 0 1
C -1.07451 0.15212 -3.67670
C -1.23501 -0.94599 0.34011
C -0.76965 -1.85477 -0.53920
C -1.89572 0.26121 -0.09391
C -0.74923 -1.59665 -1.99106
C -2.04592 0.47740 -1.49096
C -1.27234 -0.41038 -2.35051
H -1.13285 -0.96374 1.36681
H -0.14934 -2.83890 -0.40951
H -2.06969 0.99479 0.73308
H -0.26772 -2.31109 -2.64047
H -2.54493 1.30430 -1.75922
H -1.94282 0.68764 -4.14687
H -0.88208 -0.59741 -4.51212
H -0.02298 0.89923 -3.78950
C 3.00116 0.52145 3.21636
C 1.56092 1.16920 3.04713
H 3.77246 1.27227 3.20438
H 2.94265 -0.21544 4.21819
H 3.23522 0.02329 2.20801
H 1.36888 2.05755 3.77587
H 0.64546 0.51849 3.29671
H 1.52804 1.39543 1.99341
*
```

Output
HOMO-LUMO gap = 9.96 eV
ΔE to the lowest compared entry with this formula, charge and spin = 288.8 kJ/mol
SMILES = Cc1ccccc1.CC
Calculated total energy = -351.2202 hartree



Formula: C9H14
Source: the OMol25 dataset
Level of theory: ωB97M-V/def2-TZVPD

The geometry in ORCA input format:
```
! wB97M-V def2-TZVPD RIJCOSX def2/J DEFGRID3
* xyz 0 1
C 3.10884 0.48570 -1.67342
C 0.44901 -0.90944 1.34619
C 0.94974 -1.82454 0.42054
C 0.42803 0.44851 1.05971
C 1.66745 -1.28454 -0.70269
C 1.26126 0.85961 0.04134
C 1.87391 0.07086 -0.93282
H -0.02563 -1.20840 2.29631
H 0.74878 -2.85492 0.55882
H -0.10901 1.09979 1.71862
H 2.17416 -1.94084 -1.39054
H 1.36225 1.91133 -0.13618
H 3.80556 -0.36903 -1.72142
H 3.52341 1.52797 -1.39094
H 2.96170 0.41659 -2.78651
C -3.04853 0.32661 1.17044
C -2.93265 0.44379 -0.32761
H -4.10085 0.71133 1.43751
H -2.87466 -0.48730 1.82743
H -2.44482 1.16184 1.52824
H -2.08621 -0.15455 -0.79231
H -3.81117 0.05607 -0.96225
H -2.88058 1.51358 -0.58846
*
```

Output
HOMO-LUMO gap = 9.97 eV
ΔE to the lowest compared entry with this formula, charge and spin = 165.7 kJ/mol
SMILES = Cc1ccccc1.CC
Calculated total energy = -351.2671 hartree



Formula: C9H14
Source: the OMol25 dataset
Level of theory: ωB97M-V/def2-TZVPD

The geometry in ORCA input format:
```
! wB97M-V def2-TZVPD RIJCOSX def2/J DEFGRID3
* xyz 0 1
C 3.38726 -0.36635 0.27582
C 2.26937 1.70761 -0.40166
C 2.11775 0.35453 -0.11187
C 1.24706 2.46460 -0.99043
C 0.01865 1.85803 -1.18723
C 0.91808 -0.23494 -0.52202
C -0.17437 0.48958 -0.94372
H 3.27486 2.09284 -0.29245
H 1.43401 3.48334 -1.29373
H 3.42322 -1.44185 0.08009
H 3.62325 -0.05186 1.28920
H -0.84375 2.34806 -1.62782
H 0.98121 -1.31656 -0.53077
H -1.09291 -0.00097 -1.21587
H 4.21765 -0.12854 -0.40596
C -3.14390 -0.80335 0.54545
C -3.10292 -2.02085 1.42737
H -3.16816 -0.94614 -0.53136
H -3.98652 -0.16236 0.83386
H -2.28313 -0.13881 0.67762
H -3.71317 -2.81630 0.99067
H -2.08662 -2.43182 1.44379
H -3.31691 -1.93790 2.49101
*
```

Output
HOMO-LUMO gap = 10.04 eV
ΔE to the lowest compared entry with this formula, charge and spin = 76.4 kJ/mol
SMILES = Cc1ccccc1.CC
Calculated total energy = -351.3011 hartree



Formula: C9H14
Source: the OMol25 dataset
Level of theory: ωB97M-V/def2-TZVPD

The geometry in ORCA input format:
```
! wB97M-V def2-TZVPD RIJCOSX def2/J DEFGRID3
* xyz 0 1
C 2.18971 1.86064 -1.95300
C -1.47412 0.92311 -1.54673
C -0.26654 1.11846 -2.21837
C -1.71825 1.25698 -0.27182
C 0.84628 1.46222 -1.49158
C -0.57928 1.50634 0.58250
C 0.65480 1.52235 -0.05692
H -2.22553 0.24992 -1.96789
H -0.10858 0.62592 -3.29526
H -2.66774 1.21497 0.10840
H -0.68991 1.46794 1.52457
H 2.81250 1.00781 -2.11875
H 2.70103 2.53224 -1.18657
H 1.64877 1.73204 0.43282
H 2.23256 2.35474 -2.93062
C -0.04777 -1.95768 1.74661
C -0.79625 -3.17070 2.35423
H 0.28627 -2.40377 0.79153
H -0.67458 -1.27590 1.40520
H 0.85810 -1.72031 2.31928
H -0.89964 -2.91410 3.45835
H -0.31784 -4.11186 2.43227
H -1.76400 -3.28136 1.88176
*
```

Output
HOMO-LUMO gap = 9.90 eV
ΔE to the lowest compared entry with this formula, charge and spin = 231.8 kJ/mol
SMILES = Cc1ccccc1.CC
Calculated total energy = -351.2419 hartree



Formula: C9H14
Source: the OMol25 dataset
Level of theory: ωB97M-V/def2-TZVPD

The geometry in ORCA input format:
```
! wB97M-V def2-TZVPD RIJCOSX def2/J DEFGRID3
* xyz 0 1
C -1.33403 0.29413 -2.40993
C -0.57225 3.21862 -0.20693
C -1.04519 2.41912 -1.18500
C 0.48446 2.73608 0.58673
C -0.62841 1.06816 -1.33784
C 0.90102 1.40873 0.45159
C 0.37039 0.55447 -0.54350
H -0.78296 4.28884 -0.25153
H -1.78483 2.62826 -1.91776
H 0.93896 3.37446 1.33445
H 1.62711 1.02419 1.27401
H -0.65181 -0.01622 -3.21176
H -2.10720 0.87171 -2.92458
H 0.85127 -0.39723 -0.71693
H -1.82768 -0.63017 -2.06195
C 1.33785 -2.49322 1.90084
C 0.09840 -3.20188 1.31384
H 0.90571 -1.49931 2.16787
H 1.75394 -3.05396 2.78918
H 2.10053 -2.35291 1.15782
H 0.33449 -4.12217 0.71383
H -0.60232 -2.54058 0.81339
H -0.36744 -3.57910 2.26416
*
```

Output
HOMO-LUMO gap = 9.98 eV
ΔE to the lowest compared entry with this formula, charge and spin = 85.2 kJ/mol
SMILES = Cc1ccccc1.CC
Calculated total energy = -351.2977 hartree



Formula: C9H14
Source: the OMol25 dataset
Level of theory: ωB97M-V/def2-TZVPD

The geometry in ORCA input format:
```
! wB97M-V def2-TZVPD RIJCOSX def2/J DEFGRID3
* xyz 0 1
C -0.87550 2.00904 -1.20375
C -2.35289 1.17497 2.21247
C -2.21171 1.68942 0.94457
C -1.49129 0.16426 2.66311
C -1.15399 1.31854 0.10363
C -0.47135 -0.24225 1.82546
C -0.28506 0.34539 0.57725
H -3.21789 1.48534 2.78494
H -2.82354 2.51051 0.58788
H -1.59414 -0.08216 3.71103
H 0.37711 -0.62197 2.33577
H -0.04271 1.52230 -1.71532
H -0.59000 3.04779 -1.04349
H 0.61730 0.10788 0.02956
H -1.72071 1.89892 -1.88428
C 2.57212 -2.59879 -1.10102
C 1.86204 -1.48612 -1.91640
H 1.89663 -3.27000 -0.57676
H 3.25148 -3.19930 -1.69345
H 3.19081 -2.07548 -0.36982
H 2.38902 -0.55567 -1.75286
H 0.84328 -1.43343 -1.53725
H 1.83101 -1.70918 -2.98128
*
```

Output
HOMO-LUMO gap = 10.09 eV
ΔE to the lowest compared entry with this formula, charge and spin = 62.4 kJ/mol
SMILES = Cc1ccccc1.CC
Calculated total energy = -351.3064 hartree



Formula: C9H14
Source: the OMol25 dataset
Level of theory: ωB97M-V/def2-TZVPD

The geometry in ORCA input format:
```
! wB97M-V def2-TZVPD RIJCOSX def2/J DEFGRID3
* xyz 0 1
C 0.16963 0.69924 3.28716
C 0.39025 -0.80595 3.07082
H -0.10009 0.75627 4.35691
H 1.06706 1.28404 3.08606
H -0.61078 1.20165 2.72282
H 0.62615 -1.10039 2.04879
H -0.50128 -1.32428 3.40915
H 1.18639 -1.07906 3.76100
C 1.63108 1.02478 -2.62236
C -1.28308 0.30873 -0.33854
C -1.89069 -0.78060 -0.96648
C -0.14591 0.85987 -0.87320
C 0.51981 0.26892 -1.97251
C -1.19996 -1.48161 -1.95260
C -0.01882 -0.93205 -2.43708
H -1.81647 0.69880 0.52119
H -2.83849 -1.10122 -0.57074
H 0.33200 1.74444 -0.46686
H -1.70169 -2.32328 -2.42751
H 1.26992 1.29789 -3.60154
H 2.53758 0.42851 -2.76549
H 0.40823 -1.48479 -3.28308
H 1.96917 1.84008 -1.98593
*
```

Output
HOMO-LUMO gap = 9.97 eV
ΔE to the lowest compared entry with this formula, charge and spin = 45.9 kJ/mol
SMILES = Cc1ccccc1.CC
Calculated total energy = -351.3127 hartree



Formula: C9H14
Source: the OMol25 dataset
Level of theory: ωB97M-V/def2-TZVPD

The geometry in ORCA input format:
```
! wB97M-V def2-TZVPD RIJCOSX def2/J DEFGRID3
* xyz 0 1
C 0.96975 4.08441 -1.01591
C 1.69176 3.22615 -2.02944
H 0.74425 3.41770 -0.18337
H 1.59532 4.88313 -0.61054
H 0.07920 4.54937 -1.42673
H 2.78908 3.25300 -1.95179
H 1.57753 3.43645 -3.09275
H 1.47180 2.17222 -1.86201
C -2.38177 -1.49506 -0.90906
C 1.05189 -2.00400 0.49539
C -0.14832 -2.23720 -0.11237
C 1.09697 -1.00863 1.50214
C -1.29454 -1.46997 0.11020
C -0.07433 -0.39271 1.90724
C -1.22999 -0.57837 1.17782
H 1.99983 -2.49928 0.36272
H -0.27930 -3.08426 -0.78854
H 2.08627 -0.80738 1.89261
H -0.06216 0.28559 2.74763
H -2.25525 -0.61949 -1.55147
H -3.39563 -1.37994 -0.50591
H -2.17769 -0.07773 1.36417
H -2.43973 -2.38105 -1.53996
*
```

Output
HOMO-LUMO gap = 9.84 eV
ΔE to the lowest compared entry with this formula, charge and spin = 66.6 kJ/mol
SMILES = Cc1ccccc1.CC
Calculated total energy = -351.3048 hartree



Formula: C9H14
Source: the OMol25 dataset
Level of theory: ωB97M-V/def2-TZVPD

The geometry in ORCA input format:
```
! wB97M-V def2-TZVPD RIJCOSX def2/J DEFGRID3
* xyz 0 1
C 1.83763 3.13273 1.34185
C 1.33587 3.24459 -0.11619
H 1.47519 3.85239 2.02237
H 1.80335 2.20511 1.89130
H 2.92671 3.52872 1.39913
H 1.56582 2.40970 -0.65153
H 1.62754 4.16280 -0.61643
H 0.18201 3.27982 -0.00201
C -1.93245 0.23267 -0.67191
C 0.05038 -1.38079 -1.06084
C -1.11793 -1.03652 -0.38809
C 0.63847 -2.60230 -0.96288
C -1.59792 -1.94427 0.60001
C 0.13430 -3.59040 -0.07543
C -0.89860 -3.18329 0.71791
H 0.67359 -0.68424 -1.64514
H 1.46179 -2.93673 -1.67164
H -1.51862 0.80163 -1.48398
H -2.23917 0.78018 0.15059
H -2.40920 -1.63721 1.18624
H 0.47029 -4.66015 -0.17786
H -1.50917 -3.98516 1.35595
H -2.95986 0.01072 -1.14143
*
```

Output
HOMO-LUMO gap = 9.96 eV
ΔE to the lowest compared entry with this formula, charge and spin = 162.2 kJ/mol
SMILES = Cc1ccccc1.CC
Calculated total energy = -351.2684 hartree



Formula: C9H14
Source: the OMol25 dataset
Level of theory: ωB97M-V/def2-TZVPD

The geometry in ORCA input format:
```
! wB97M-V def2-TZVPD RIJCOSX def2/J DEFGRID3
* xyz 0 1
C -0.89685 1.22290 -1.85599
C -2.20524 1.80565 -2.45108
H -0.97869 0.16807 -1.55467
H -0.08226 1.19331 -2.59009
H -0.58620 1.86801 -1.03146
H -2.49699 1.16471 -3.27538
H -1.92355 2.79390 -2.81971
H -3.09215 1.78146 -1.79283
C 0.49517 0.34999 3.06383
C 1.07083 -1.78763 -0.65698
C 2.15581 -1.42539 0.11605
C -0.19560 -1.54840 -0.18188
C 1.94574 -0.81178 1.34385
C -0.39539 -0.90242 1.03132
C 0.69878 -0.45902 1.80987
H 1.30522 -2.30989 -1.57186
H 3.18031 -1.60913 -0.25526
H -0.99398 -1.84938 -0.85406
H 2.86138 -0.42910 1.83258
H -1.39729 -0.86903 1.46469
H 0.87807 -0.22071 3.91727
H -0.52041 0.65699 3.26274
H 1.17327 1.21688 3.04904
*
```

Output
HOMO-LUMO gap = 10.04 eV
ΔE to the lowest compared entry with this formula, charge and spin = 53.9 kJ/mol
SMILES = Cc1ccccc1.CC
Calculated total energy = -351.3097 hartree



Formula: C9H14
Source: the OMol25 dataset
Level of theory: ωB97M-V/def2-TZVPD

The geometry in ORCA input format:
```
! wB97M-V def2-TZVPD RIJCOSX def2/J DEFGRID3
* xyz 0 1
C 0.68391 -0.94578 2.68027
C -0.87755 -1.23704 -0.77023
C -0.71336 -1.04897 0.59683
C 0.22452 -1.47387 -1.56583
C 0.52884 -1.10743 1.20338
C 1.47195 -1.59136 -0.96626
C 1.62406 -1.43733 0.39566
H -1.86562 -1.17299 -1.20004
H -1.58330 -0.79755 1.19651
H 0.19907 -1.59753 -2.64036
H 2.34766 -1.64931 -1.60405
H -0.26126 -0.92185 3.22243
H 1.12191 0.03021 2.91904
H 2.60675 -1.52669 0.84816
H 1.35677 -1.68241 3.11907
C -1.64345 2.36034 -0.98890
C -0.09852 2.19066 -0.90469
H -2.08447 1.53001 -1.54386
H -2.04152 2.23150 0.00069
H -1.87498 3.32540 -1.42401
H 0.18093 2.27662 0.14626
H 0.40967 2.99675 -1.43713
H 0.28800 1.24861 -1.28297
*
```

Output
HOMO-LUMO gap = 10.10 eV
ΔE to the lowest compared entry with this formula, charge and spin = 28.1 kJ/mol
SMILES = Cc1ccccc1.CC
Calculated total energy = -351.3195 hartree